Density functional theory data (ωB97M-V/def2-TZVPD) for a 13-piece molecular cluster, C47H122N8O13 overall at a distorted geometry.

Output
Relative energy (zero: lowest compared OMol25 entry of this formula, charge and spin) (eV): 0.000
Net charge: 0
Electronic energy (Eh): -3279.841306
HOMO level (eV): -8.35
Orbital gap (eV): 8.8

Element x y z (Å)
C -0.68 3.26 -0.37
C -2.04 3.57 0.20
C -2.78 2.26 0.43
O -3.24 1.81 -0.81
C -3.94 0.58 -0.74
N -1.83 4.25 1.51
H -0.21 4.24 -0.36
H -0.82 2.74 -1.34
H -0.13 2.56 0.29
H -2.57 4.23 -0.53
H -3.63 2.40 1.13
H -2.17 1.50 0.93
H -4.92 0.66 -0.22
H -3.40 -0.19 -0.13
H -4.12 0.20 -1.71
H -1.92 5.26 1.32
H -2.52 3.91 2.16
C 5.04 -0.68 0.95
C 6.19 0.33 0.66
C 5.65 1.68 0.23
O 4.81 1.52 -0.90
C 4.76 2.73 -1.65
N 7.04 0.50 1.86
H 4.41 -0.24 1.67
H 5.27 -1.64 1.34
H 4.37 -0.73 0.13
H 6.80 -0.04 -0.23
H 6.51 2.33 0.00
H 5.10 2.11 1.01
H 5.73 2.89 -2.15
H 4.45 3.61 -1.04
H 4.04 2.51 -2.45
H 7.31 -0.42 2.12
H 6.55 0.91 2.63
C -3.83 1.02 -5.82
C -2.49 0.29 -6.14
C -1.35 0.77 -5.21
O -1.14 2.18 -5.37
C -0.28 2.81 -4.42
N -2.58 -1.13 -5.79
H -4.48 0.90 -6.67
H -3.55 2.04 -5.64
H -4.25 0.55 -4.92
H -2.24 0.54 -7.21
H -0.42 0.11 -5.32
H -1.73 0.61 -4.14
H -0.69 2.86 -3.42
H -0.24 3.82 -4.84
H 0.66 2.31 -4.44
H -1.86 -1.71 -6.21
H -3.48 -1.60 -5.94
C -4.51 -3.10 -0.76
C -3.10 -3.38 -1.21
C -2.53 -4.71 -0.60
O -3.37 -5.75 -1.02
C -2.84 -6.97 -0.61
N -3.01 -3.46 -2.62
H -5.21 -3.47 -1.49
H -4.70 -2.08 -0.46
H -4.84 -3.68 0.12
H -2.43 -2.60 -0.84
H -2.42 -4.56 0.46
H -1.51 -4.86 -0.90
H -1.81 -7.05 -1.03
H -3.43 -7.78 -1.08
H -2.78 -6.99 0.56
H -3.33 -2.70 -3.13
H -2.09 -3.75 -2.97
C 1.09 -4.82 -2.20
C 0.73 -3.40 -2.57
C 1.81 -2.36 -2.23
O 1.25 -1.08 -2.40
C 2.20 -0.03 -2.24
N 0.24 -3.39 -3.92
H 1.97 -5.27 -2.69
H 0.20 -5.41 -2.47
H 1.34 -4.87 -1.13
H -0.16 -3.22 -1.91
H 2.68 -2.49 -2.90
H 2.25 -2.54 -1.22
H 3.04 -0.11 -2.90
H 2.65 -0.12 -1.22
H 1.75 0.91 -2.30
H -0.22 -2.49 -3.98
H 0.99 -3.51 -4.54
C -6.48 2.67 6.98
C -6.13 4.04 6.49
C -4.68 4.34 6.56
C -3.87 3.54 5.50
C -4.47 3.77 4.13
C -5.97 3.54 3.97
N -6.59 4.33 5.07
O -8.01 4.11 5.06
C -6.52 4.13 2.65
C -6.31 2.02 4.02
C -6.82 5.00 7.44
H -6.34 2.57 8.06
H -5.88 1.94 6.49
H -7.56 2.42 6.80
H -4.51 5.40 6.28
H -4.34 4.13 7.55
H -3.96 2.49 5.73
H -2.86 3.88 5.57
H -4.03 3.19 3.34
H -4.22 4.83 3.89
H -7.65 4.05 2.62
H -6.25 5.20 2.60
H -6.06 3.63 1.79
H -5.70 1.55 4.79
H -7.30 1.82 4.33
H -6.09 1.59 3.08
H -7.94 5.07 7.34
H -6.48 6.03 7.23
H -6.68 4.79 8.52
H -8.30 4.92 4.69
C 7.33 -2.67 -4.73
C 6.15 -1.93 -4.07
C 6.47 -0.42 -4.05
C 6.32 0.24 -5.36
C 5.04 -0.14 -6.10
C 4.65 -1.55 -5.95
N 4.78 -2.04 -4.57
O 4.24 -3.36 -4.42
C 3.10 -1.61 -6.38
C 5.49 -2.39 -6.92
C 6.04 -2.38 -2.61
H 8.15 -2.75 -3.98
H 7.72 -2.29 -5.70
H 7.14 -3.75 -4.92
H 5.70 -0.05 -3.35
H 7.49 -0.33 -3.74
H 7.18 -0.03 -5.98
H 6.33 1.31 -5.17
H 5.21 0.04 -7.16
H 4.26 0.59 -5.70
H 2.90 -1.08 -7.33
H 2.72 -2.57 -6.48
H 2.43 -1.06 -5.72
H 5.10 -2.26 -7.92
H 6.55 -2.17 -7.02
H 5.40 -3.47 -6.74
H 5.38 -1.65 -2.08
H 7.05 -2.41 -2.19
H 5.60 -3.31 -2.46
H 4.68 -3.95 -5.04
C -1.76 -1.20 4.74
C -0.76 -0.49 3.89
C 0.58 -0.21 4.70
C 1.27 -1.55 4.97
C 1.63 -2.23 3.63
C 0.39 -2.44 2.73
N -0.33 -1.09 2.61
O -1.50 -1.32 1.82
C 0.95 -2.76 1.27
C -0.51 -3.56 3.28
C -1.26 0.91 3.67
H -2.01 -0.45 5.46
H -1.37 -2.11 5.33
H -2.60 -1.62 4.11
H 1.23 0.50 4.08
H 0.20 0.18 5.66
H 0.86 -2.20 5.77
H 2.28 -1.38 5.41
H 2.01 -3.23 3.79
H 2.45 -1.66 3.16
H 1.26 -1.87 0.74
H 1.79 -3.52 1.33
H 0.21 -3.28 0.67
H -0.12 -4.55 2.91
H -0.64 -3.66 4.37
H -1.55 -3.42 2.93
H -0.55 1.46 3.06
H -1.48 1.37 4.63
H -2.24 0.72 3.17
H -1.30 -0.82 0.99
O 1.44 0.59 1.35
H 2.25 0.09 1.18
H 0.84 -0.05 1.72
O -0.92 0.00 -0.83
H -0.32 -0.59 -1.35
H -0.38 0.77 -0.56
O 5.42 1.83 4.30
H 4.52 2.12 4.06
H 5.84 2.64 4.59
O 0.09 4.29 3.99
H -0.39 3.83 4.66
H -0.47 4.24 3.16
O 2.81 2.77 3.54
H 1.98 3.26 3.78
H 2.52 2.20 2.75